1.
Molecular formula: C7H15N2V
Method: DFT, the ωB97M-V functional and the def2-TZVPD basis

The geometry in ORCA input format:
```
! wB97M-V def2-TZVPD RIJCOSX def2/J DEFGRID3
* xyz 1 2
C 3.24729 -2.00502 -1.86089
V 1.56665 -0.87443 -1.04431
N 1.21801 0.29509 -2.64486
H 1.43078 -2.32655 -0.18568
H 0.81356 -2.34754 -0.80271
H 3.33077 -3.00302 -1.36076
H 4.15908 -1.40899 -1.59932
H 3.28998 -2.14851 -2.98164
H 1.27363 1.13647 -2.04966
H 0.25111 0.06903 -2.90278
H 1.87064 0.26687 -3.45800
C -3.12116 1.75700 2.55880
C -2.00298 1.06527 1.77664
C -0.83894 1.73436 1.43120
C 0.22213 1.16706 0.71921
N 0.12377 -0.10821 0.30520
C -0.97920 -0.82124 0.59217
C -2.04637 -0.24115 1.31691
H -2.82220 2.78691 2.78127
H -4.10187 1.85002 2.06061
H -3.33221 1.32036 3.54976
H -0.77772 2.76964 1.66208
H 1.16276 1.69286 0.44199
H -0.98238 -1.84980 0.20799
H -2.95513 -0.77648 1.48678
*
```

E_HOMO (alpha / beta) (eV): -11.9615 / -11.6163
LUMO energy (alpha / beta) (eV): -3.982 / -3.740
<S²>: 1.204
Calculated total energy (Eh): -1328.87387
Maximum force (hartree/bohr): 0.0364
Frontier orbital gap (alpha / beta) (eV): 7.98 / 7.88

2.
Molecular formula: C4H13NO2
Method: DFT, the ωB97M-V functional and the def2-TZVPD basis

The geometry in ORCA input format:
```
! wB97M-V def2-TZVPD RIJCOSX def2/J DEFGRID3
* xyz 0 1
C -0.36912 -1.49322 0.37205
C -1.22048 -0.64792 -0.47801
C -1.50334 -0.93569 -1.94494
C -1.85568 0.37243 0.16155
N -1.50355 0.74473 1.52186
H -0.01980 -2.39044 -0.27059
H -0.99567 -2.02165 1.12657
H 0.46667 -1.04042 0.97833
H -0.54942 -0.56591 -2.38715
H -2.36730 -0.44868 -2.35863
H -1.39296 -2.03082 -2.14231
H -2.60474 0.99058 -0.38480
H -2.19966 1.38013 2.02418
H -1.27322 -0.14075 2.04708
O 3.66577 0.88557 -1.35048
H 3.91442 1.18928 -0.48102
H 2.73986 1.08194 -1.43235
O 2.66525 1.76161 1.80229
H 2.44485 0.92316 1.46383
H 1.95811 2.38607 1.73254
*
```

E_HOMO (eV): -8.0024
SMILES: CC(C)=CN.O.O
LUMO energy (eV): 0.570
Calculated total energy (Eh): -365.38843
Maximum force (hartree/bohr): 0.0651
Frontier orbital gap (eV): 8.57

3.
Molecular formula: C5H8ClO2
Method: DFT, the ωB97M-V functional and the def2-TZVPD basis

The geometry in ORCA input format:
```
! wB97M-V def2-TZVPD RIJCOSX def2/J DEFGRID3
* xyz 0 2
C -0.72164 1.42133 -0.73218
C -1.08847 0.29463 0.26416
C -1.33452 -0.96081 -0.56659
Cl -0.44120 -2.45274 -0.18884
C -0.08895 0.24075 1.47417
C 1.06459 -0.48556 1.77947
O 2.68077 -0.99864 -1.71632
O 2.42696 0.30667 -1.38149
H -1.53036 2.19923 -0.76046
H 0.23812 1.96802 -0.61143
H -0.62186 1.04364 -1.77986
H -2.40636 -1.27184 -0.47870
H -1.09910 -0.84724 -1.64341
H -0.24666 1.03420 2.21459
H 1.38394 -0.38700 2.85319
H 1.78473 -1.10464 1.27369
*
```

E_HOMO (alpha / beta) (eV): -9.4206 / -8.4651
LUMO energy (alpha / beta) (eV): -0.510 / -1.880
<S²>: 1.772
Calculated total energy (Eh): -805.69011
Maximum force (hartree/bohr): 0.1651
Frontier orbital gap (alpha / beta) (eV): 8.91 / 6.58

4.
Molecular formula: C29H68ClFN18O11P
Method: DFT, the ωB97M-V functional and the def2-TZVPD basis

The geometry in ORCA input format:
```
! wB97M-V def2-TZVPD RIJCOSX def2/J DEFGRID3
* xyz -1 1
C -0.15455 -2.85312 4.53077
C -0.63590 -1.32798 4.39291
C -0.14148 -0.55874 3.07127
Cl 1.38829 -1.28186 2.30527
P -1.49482 -0.31811 1.71572
C -1.95917 -2.19736 1.59011
C -3.26107 -2.52104 2.50679
C -4.18020 -3.61458 1.72788
O -4.61754 -3.23162 0.59369
N -4.52672 -4.93533 2.30409
C -4.39784 -6.00202 1.28668
C -5.45897 -6.16455 0.13514
C -5.32924 -7.23933 -0.96833
C -4.08225 -8.18064 -0.89660
C -3.02819 -8.03289 0.25671
C -3.17014 -6.94490 1.36137
O -1.48104 1.45560 1.70903
C -1.57414 1.69361 0.27366
C -0.41294 0.75994 -0.36136
C 0.79442 1.80994 -0.56466
C 0.57730 2.73598 -1.88768
C 0.80689 4.30058 -1.61882
F -0.22676 4.89474 -0.74023
C -0.70274 -0.03002 -1.75057
C 0.68968 -0.59363 -2.39162
C 0.56659 -2.16575 -2.82233
C 1.09053 -3.08649 -1.59748
N 1.83306 -4.30585 -2.10085
O -0.18299 -0.37736 0.54176
H -0.42092 -3.18074 5.61362
H 0.97981 -3.00619 4.44352
H -0.73402 -3.59313 3.85448
H -0.17376 -0.76022 5.29063
H -1.76494 -1.31205 4.56635
H 0.15968 0.50772 3.40999
H -2.37385 -0.11810 2.87184
H -2.56048 -0.18212 0.73276
H -1.06967 -2.87834 1.81708
H -2.22361 -2.37970 0.47699
H -2.95995 -2.89407 3.56168
H -3.94373 -1.59083 2.59999
H -3.92770 -5.14714 3.11461
H -6.32367 -5.40543 0.15771
H -6.11625 -7.28355 -1.79642
H -3.97509 -8.96302 -1.72445
H -2.13506 -8.75193 0.27609
H -2.36791 -6.85761 2.16883
H -2.60009 1.76071 -0.22567
H -1.22107 2.79836 0.20702
H 1.82334 1.32048 -0.70099
H 0.91642 2.54492 0.31947
H -0.46935 2.62932 -2.34366
H 1.31236 2.44643 -2.72889
H 0.65390 4.82580 -2.63874
H 1.86045 4.58222 -1.28116
H -1.25775 0.63253 -2.52114
H -1.30107 -0.96167 -1.46432
H 1.04660 0.06654 -3.27495
H 1.55509 -0.56627 -1.63238
H 1.26869 -2.31804 -3.73174
H -0.51017 -2.40176 -3.11752
H 0.15338 -3.35190 -0.98159
H 1.80389 -2.54904 -0.88656
H 2.29405 -4.69663 -1.25517
H 1.10678 -4.94364 -2.45723
C -0.59876 -7.32777 -3.26895
O 0.11842 -6.69007 -2.51310
N -0.11095 -8.26165 -4.12517
N -1.94205 -7.15964 -3.31954
H -0.68186 -8.79633 -4.75393
H 0.88411 -8.41577 -4.11740
H -2.34339 -6.47442 -2.69793
H -2.54707 -7.67355 -3.93333
C -0.90007 -4.77024 7.97588
O -0.54608 -3.68224 7.55487
N -0.70369 -5.92058 7.28380
N -1.52132 -4.92607 9.17264
H -0.98693 -6.82589 7.61144
H -0.24506 -5.84528 6.38964
H -1.68492 -4.09413 9.71590
H -1.82027 -5.81234 9.53651
C -0.15986 3.02427 5.86118
O -0.65678 1.97427 6.23492
N 0.43220 3.90051 6.71497
N -0.15571 3.40714 4.56100
H 0.84631 4.76828 6.42731
H 0.44882 3.65046 7.68991
H -0.58710 2.78130 3.89435
H 0.24722 4.26553 4.23232
C -0.99069 8.40136 -2.49152
O -1.14147 8.83814 -1.35600
N -1.01673 7.08146 -2.77785
N -0.78422 9.20418 -3.56197
H -0.89465 6.70797 -3.70416
H -1.16825 6.44475 -2.00893
H -0.75776 10.19635 -3.39362
H -0.65846 8.86329 -4.50032
C 0.47731 6.97274 -6.81101
O -0.52058 7.06897 -6.10928
N 1.13094 5.80137 -6.99224
N 1.01467 8.03069 -7.46732
H 1.95035 5.70085 -7.56286
H 0.76187 4.99095 -6.51932
H 0.55593 8.92028 -7.35724
H 1.83184 7.97252 -8.04706
C 2.04112 9.18928 1.56316
O 3.17082 9.22406 2.03296
N 1.69336 8.35812 0.55351
N 1.03667 9.98145 2.01303
H 0.77019 8.31617 0.15525
H 2.41041 7.75270 0.19035
H 1.25374 10.61501 2.76443
H 0.10378 9.96731 1.64033
C 3.57613 3.93554 -3.87385
O 2.37727 3.70478 -3.94516
N 4.49448 3.26571 -4.61333
N 4.09161 4.88006 -3.04982
H 5.48219 3.43921 -4.56960
H 4.15029 2.55464 -5.23809
H 3.44081 5.39991 -2.48367
H 5.07171 5.08396 -2.97675
C 6.35829 -3.93789 -0.41653
O 7.48558 -3.89145 0.05618
N 6.02402 -4.77329 -1.43198
N 5.34407 -3.16036 0.03052
H 5.10398 -4.82599 -1.83410
H 6.75036 -5.36897 -1.79353
H 5.54837 -2.52437 0.78421
H 4.41307 -3.18639 -0.34648
*
```

E_HOMO (eV): -4.2116
LUMO energy (eV): 1.456
Calculated total energy (Eh): -3860.51735
Maximum force (hartree/bohr): 0.0974
Frontier orbital gap (eV): 5.67

5.
Molecular formula: C4H4O3S
Method: DFT, the ωB97M-V functional and the def2-TZVPD basis

The geometry in ORCA input format:
```
! wB97M-V def2-TZVPD RIJCOSX def2/J DEFGRID3
* xyz 0 1
C -0.87190 0.83754 -0.58860
C 0.46190 0.85055 -0.40402
C -1.63529 -1.29456 0.37505
C -1.92345 -0.20012 -0.32233
O -1.38480 -2.38163 0.71031
O 1.67093 -0.26057 1.45261
O 2.83658 0.10252 -0.70278
S 1.60624 -0.46701 -0.18087
H -1.17506 1.82046 -1.02682
H 1.11487 1.84273 -0.67806
H 2.30344 -0.86805 1.90490
H -3.00346 0.01813 -0.53940
*
```

E_HOMO (eV): -9.0727
LUMO energy (eV): 0.110
Calculated total energy (Eh): -778.62391
Maximum force (hartree/bohr): 0.0625
Frontier orbital gap (eV): 9.18

6.
Molecular formula: C5H14
Method: DFT, the ωB97M-V functional and the def2-TZVPD basis

The geometry in ORCA input format:
```
! wB97M-V def2-TZVPD RIJCOSX def2/J DEFGRID3
* xyz 0 1
C -0.68527 -0.56416 -1.43504
C 0.76264 -0.09811 -1.55880
C 1.08182 0.08468 -3.02958
H -0.79875 -1.59181 -1.76050
H -1.35011 -0.06383 -2.16219
H -1.26643 -0.31783 -0.54608
H 0.89328 0.76898 -0.90949
H 1.42909 -0.78072 -1.02170
H 1.07551 -0.86191 -3.57508
H 0.52033 0.85660 -3.55375
H 2.11650 0.42160 -3.18384
C -1.12855 0.56437 2.53933
C 0.14613 -0.06613 3.10855
H -1.28291 0.22876 1.51901
H -2.02795 0.34909 3.11752
H -1.02482 1.64672 2.60609
H 0.05764 -1.01557 3.62454
H 0.91915 -0.15684 2.34255
H 0.56270 0.59610 3.87845
*
```

E_HOMO (eV): -11.2127
SMILES: CCC.CC
LUMO energy (eV): 1.146
Calculated total energy (Eh): -198.87054
Maximum force (hartree/bohr): 0.0372
Frontier orbital gap (eV): 12.36

7.
Molecular formula: C3H5ClS
Method: DFT, the ωB97M-V functional and the def2-TZVPD basis

The geometry in ORCA input format:
```
! wB97M-V def2-TZVPD RIJCOSX def2/J DEFGRID3
* xyz 0 1
C -0.60657 1.28727 -0.18777
C -0.64457 0.00092 -0.13588
Cl -2.25838 -0.68603 -0.16834
C 0.37440 -1.00013 -0.04902
S 2.04722 -0.43504 -0.23189
H -1.50287 1.96990 -0.23562
H 0.32734 1.71859 0.16957
H 0.33363 -1.74560 -0.69694
H 0.18622 -1.65408 0.90781
H 1.74358 0.54420 0.62809
*
```

E_HOMO (eV): -9.4917
SMILES: C=C(Cl)CS
LUMO energy (eV): 0.793
Calculated total energy (Eh): -975.62919
Maximum force (hartree/bohr): 0.0937
Frontier orbital gap (eV): 10.28

8.
Molecular formula: C33H43BrClN7O2
Method: DFT, the ωB97M-V functional and the def2-TZVPD basis

The geometry in ORCA input format:
```
! wB97M-V def2-TZVPD RIJCOSX def2/J DEFGRID3
* xyz 0 1
C -0.23459 -0.62453 2.81275
C -1.22035 -1.65030 1.99774
C -2.54490 -0.95806 1.32520
Cl -2.89169 0.77862 1.87138
C -2.58018 -1.05520 -0.33867
Br -2.34610 -2.94260 -1.02059
O -1.71526 -0.06564 -1.00233
C -0.31239 -0.50279 -1.07040
O 0.28332 -1.12559 -2.09005
H 0.84293 -1.13696 2.82947
H -0.11056 0.43600 2.33296
H -0.57968 -0.59658 3.94707
H -0.56132 -2.19207 1.19065
H -1.54722 -2.49033 2.77722
H -3.47807 -1.61118 1.68250
H -3.69944 -0.75831 -0.62959
H 0.38589 -0.22565 -0.14290
C -1.62998 4.13033 -2.89225
C -2.26578 5.16890 -2.17088
C -2.52984 4.68917 -0.90753
N -2.07996 3.39606 -0.84290
C -1.52473 3.04848 -2.04683
H -1.28493 4.16789 -3.91736
H -2.50466 6.16026 -2.53369
H -2.99929 5.15560 -0.05171
H -2.14647 2.79309 -0.03319
H -1.10483 2.06322 -2.19899
C 2.31835 4.99706 -3.39195
C 3.24226 4.48000 -4.33125
C 3.16651 3.10660 -4.26829
N 2.23276 2.77692 -3.32059
C 1.70629 3.92333 -2.78476
H 2.11991 6.04007 -3.18198
H 3.89235 5.04832 -4.98384
H 3.69665 2.33775 -4.81434
H 1.97236 1.83506 -3.05844
H 0.94440 3.87704 -2.01822
C -1.65167 3.07110 -8.36079
C -1.35819 4.45554 -8.38132
C -0.36693 4.67886 -7.45210
N -0.05541 3.47850 -6.86831
C -0.82995 2.49147 -7.42003
H -2.38258 2.55261 -8.96764
H -1.81976 5.20845 -9.00707
H 0.14115 5.58697 -7.15619
H 0.63815 3.34234 -6.14439
H -0.73148 1.46417 -7.09574
C 1.97692 2.70018 2.77218
C 3.32546 3.12387 2.70032
C 3.57979 3.46349 1.39040
N 2.43340 3.25505 0.66856
C 1.44904 2.79483 1.50388
H 1.44754 2.36361 3.65412
H 4.03452 3.17626 3.51640
H 4.47639 3.83341 0.91118
H 2.32987 3.41651 -0.32484
H 0.46033 2.57317 1.12501
C -1.78619 -7.40806 1.95614
C -2.50058 -6.52740 1.10921
C -1.89258 -5.29475 1.19209
N -0.83936 -5.39969 2.06296
C -0.76339 -6.68614 2.52965
H -1.99447 -8.45609 2.12818
H -3.36505 -6.76677 0.50351
H -2.11945 -4.35414 0.70821
H -0.21537 -4.64596 2.32017
H 0.00893 -6.97657 3.22921
C -0.13151 3.91411 7.38188
C 1.21704 4.33779 7.31002
C 1.47137 4.67742 6.00010
N 0.32498 4.46897 5.27826
C -0.65938 4.00875 6.11358
H -0.66088 3.57753 8.26381
H 1.92610 4.39018 8.12610
H 2.36796 5.04733 5.52088
H 0.22145 4.63044 4.28486
H -1.64809 3.78709 5.73471
C 1.48008 -10.92981 0.31322
C 0.84428 -9.89124 1.03459
C 0.58022 -10.37097 2.29794
N 1.03010 -11.66408 2.36257
C 1.58533 -12.01166 1.15864
H 1.82513 -10.89225 -0.71189
H 0.60540 -8.89988 0.67178
H 0.11077 -9.90454 3.15376
H 0.96358 -12.26705 3.17229
H 2.00522 -12.99692 1.00648
*
```

E_HOMO (eV): -8.0964
SMILES: CC[C@@H](Cl)[C@H](Br)OC=O.c1cc[nH]c1.c1cc[nH]c1.c1cc[nH]c1.c1cc[nH]c1.c1cc[nH]c1.c1cc[nH]c1.c1cc[nH]c1
LUMO energy (eV): -0.672
Calculated total energy (Eh): -4851.04725
Maximum force (hartree/bohr): 0.1742
Frontier orbital gap (eV): 7.42

- Among the records above, which one has the lowest maximum force?
  C7H15N2V

- Which of these has the lowest calculated total energy?
  C33H43BrClN7O2

- The highest maximum force belongs to which entry?
  C33H43BrClN7O2

- The highest maximum force belongs to which entry?
  C33H43BrClN7O2